Entry 1:
53
Properties=species:S:1:pos:R:3:forces:R:3 method="wB97M-V/def2-TZVPD" total_energy_ha=-1334.61864 lumo_energy_ev=0.75 homo_lumo_gap_ev=9.28 smiles="COc1ccccc1CCc1nnc(CCC(=O)NCCOc2cccnc2)o1" homo_ev=-8.533
C 1.2783 -0.1669 1.8465 0.3 0.2 0.1
O 0.1815 -0.9388 1.4044 -0.3 -0.4 -0.2
C 0.3482 -2.2769 1.2059 -0.1 -0.3 0.1
C 1.5629 -2.9386 1.3376 0.0 0.4 0.1
C 1.6435 -4.3003 1.0995 -0.1 -0.1 -0.1
C 0.5196 -5.0152 0.7336 0.1 -0.2 0.0
C -0.6921 -4.3571 0.6045 0.0 0.2 0.1
C -0.8002 -2.9972 0.8361 0.0 0.1 0.3
C -2.1133 -2.2876 0.6577 0.0 0.0 -0.1
C -2.3243 -1.8268 -0.8004 0.1 -0.1 0.2
C -1.1927 -1.0050 -1.2789 -0.2 0.5 -0.3
N -1.1672 0.2589 -1.5398 -1.2 -0.5 0.3
N 0.0939 0.5581 -1.9301 1.2 0.0 -0.4
C 0.7746 -0.5401 -1.8874 -0.1 0.3 -0.1
C 2.2093 -0.7553 -2.1919 0.1 -0.1 0.0
C 2.9385 0.5651 -2.4349 -0.1 -0.2 0.3
C 2.9242 1.4100 -1.1647 0.0 0.2 -0.7
O 3.6027 1.1325 -0.1952 0.3 -0.2 0.3
N 2.1308 2.4951 -1.2384 -0.1 0.4 0.0
C 1.9506 3.4097 -0.1342 -0.2 0.1 0.2
C 0.4808 3.7633 0.0697 0.3 0.2 -0.1
O -0.1718 2.6671 0.6701 0.0 -0.2 0.0
C -1.5305 2.6557 0.6951 -0.5 -0.1 0.2
C -2.1378 1.5069 1.2044 0.1 0.3 -0.1
C -3.5149 1.4409 1.2505 0.2 0.1 0.0
C -4.2459 2.5298 0.7950 -0.2 -0.1 0.0
N -3.6801 3.6257 0.3278 -0.4 0.2 -0.1
C -2.3611 3.6937 0.2770 0.7 0.1 0.0
O 0.0122 -1.5815 -1.4984 0.1 0.0 -0.1
H 0.9042 0.8536 1.9111 0.1 -0.1 0.0
H 2.1122 -0.1886 1.1406 0.0 0.0 0.0
H 1.6228 -0.4997 2.8305 0.0 0.0 0.0
H 2.4525 -2.3979 1.6201 0.1 0.1 0.0
H 2.5960 -4.7987 1.2031 0.1 0.0 0.0
H 0.5830 -6.0768 0.5495 0.0 -0.1 0.0
H -1.5765 -4.9100 0.3206 -0.1 -0.1 0.0
H -2.9338 -2.9579 0.9200 0.0 0.0 0.1
H -2.1482 -1.4173 1.3109 -0.1 0.0 0.0
H -3.2334 -1.2313 -0.8781 0.0 0.0 -0.1
H -2.4053 -2.7072 -1.4426 -0.1 0.0 0.0
H 2.2906 -1.4051 -3.0683 0.0 0.0 0.1
H 2.6626 -1.2841 -1.3483 0.0 0.0 -0.1
H 3.9791 0.3502 -2.6820 -0.1 0.1 0.0
H 2.4730 1.1017 -3.2602 0.0 0.0 0.0
H 1.4326 2.5164 -1.9674 0.1 -0.2 0.0
H 2.3590 2.9348 0.7619 0.0 0.1 -0.1
H 2.5089 4.3334 -0.3308 -0.1 -0.1 0.1
H 0.4014 4.6488 0.7167 0.0 -0.1 -0.1
H 0.0251 3.9930 -0.9025 0.0 0.0 0.1
H -1.5117 0.6972 1.5400 0.1 -0.2 0.0
H -4.0142 0.5644 1.6352 -0.1 -0.1 0.0
H -5.3274 2.5302 0.8084 -0.1 -0.1 0.0
H -1.9720 4.6258 -0.1096 0.2 0.0 0.0

=====

Entry 2:
62
Properties=species:S:1:pos:R:3:forces:R:3 method="wB97M-V/def2-TZVPD" total_energy_ha=-2253.28306 lumo_energy_ev=-8.61 homo_lumo_gap_ev=6.03 homo_ev=-14.638 total_charge=+2
Pd 1.9565 -0.7127 0.2811 0.0 -0.1 -0.1
C 4.4111 0.5743 3.5431 0.0 0.0 0.0
C 3.5309 0.4341 2.3594 0.0 0.0 0.0
N 3.1943 -0.6850 1.8333 0.0 0.0 0.0
O 3.6100 -1.8265 2.4331 0.0 0.0 0.0
B 4.2338 -2.7546 1.5482 0.2 0.1 0.1
F 4.6388 -3.8672 2.1080 0.0 0.0 0.0
F 4.7788 -2.2631 0.4341 0.0 0.0 0.0
O 2.6213 -3.4673 0.7019 -0.2 0.0 -0.1
N 1.8763 -2.7180 0.1005 0.0 0.0 0.0
C 0.8376 -3.2742 -0.6199 0.0 0.0 0.0
C 0.5911 -4.7475 -0.5887 0.0 0.0 0.0
C 0.0934 -2.3448 -1.2909 0.0 0.0 -0.1
N 0.6121 -1.0125 -1.3992 0.0 0.0 0.0
O -0.1579 1.1537 -0.9262 0.0 0.0 0.1
B 1.1210 2.0774 -1.3076 0.1 0.0 0.1
F 1.8880 1.2392 -2.0931 -0.1 0.0 0.0
F 0.6648 3.1966 -1.8764 0.0 0.0 0.0
O 1.7366 2.3692 -0.0221 0.0 0.0 0.0
N 2.2252 1.3115 0.6458 0.0 0.0 0.0
C 2.9593 1.6099 1.6597 0.0 0.0 0.0
C 3.2649 2.9980 2.0883 0.0 0.0 0.0
C -1.1957 -2.6898 -1.9305 0.0 0.0 0.0
H 4.9261 -0.3533 3.7673 0.0 0.0 0.0
H 3.8059 0.8565 4.4094 0.0 0.0 0.0
H 5.1324 1.3737 3.3742 0.0 0.0 0.0
H 1.4304 -5.2656 -0.1353 0.0 0.0 0.0
H 0.4512 -5.1384 -1.5952 0.0 0.0 0.0
H -0.3024 -4.9693 -0.0023 0.0 0.0 0.0
H 2.5012 3.6857 1.7399 0.0 0.0 0.0
H 4.2216 3.3085 1.6576 0.0 0.0 0.0
H 3.3517 3.0542 3.1716 0.0 0.0 0.0
H -1.2998 -3.7654 -2.0394 0.0 0.0 0.0
H -1.3096 -2.2121 -2.9044 0.0 0.0 0.0
H -2.0155 -2.3497 -1.2824 0.0 0.0 0.0
C -0.3744 0.0490 -1.7627 0.0 0.0 0.0
P -1.4308 1.8480 0.2301 0.1 -0.1 -0.1
C -2.1902 0.2308 0.5681 0.0 0.0 0.0
C -1.4493 -0.6345 1.3833 0.0 0.0 0.0
C -1.9473 -1.8778 1.7365 0.0 0.0 0.0
C -3.2135 -2.2616 1.3021 0.0 0.0 0.0
C -3.9720 -1.3985 0.5245 0.0 0.0 0.0
C -3.4649 -0.1565 0.1557 0.0 0.0 0.0
C -2.4966 2.6782 -0.9382 0.0 0.0 0.0
C -3.0286 2.1465 -2.1212 0.0 0.0 0.0
C -3.8046 2.9332 -2.9472 0.0 0.0 0.0
C -4.0758 4.2549 -2.5962 0.0 0.0 0.0
C -3.5589 4.7919 -1.4303 0.0 0.0 0.0
C -2.7569 4.0105 -0.6094 0.0 0.0 0.0
H -0.2312 0.3379 -2.8010 0.0 0.0 0.0
H -1.3769 -0.3222 -1.5963 0.0 0.0 0.0
H 1.3535 -1.0005 -2.1057 0.0 0.0 0.0
H -0.4898 -0.3089 1.7776 0.0 0.0 0.0
H -1.3767 -2.5281 2.3881 0.0 0.0 0.0
H -3.6209 -3.2189 1.5999 0.0 0.0 0.0
H -4.9697 -1.6820 0.2166 0.0 0.0 0.0
H -4.0777 0.5179 -0.4271 0.0 0.0 0.0
H -2.8424 1.1172 -2.4049 0.0 0.0 0.0
H -4.2072 2.5250 -3.8643 0.0 0.0 0.0
H -4.6904 4.8648 -3.2447 0.0 0.0 0.0
H -3.7646 5.8193 -1.1643 0.0 0.0 0.0
H -2.3273 4.4394 0.2882 0.0 0.0 0.0

=====

Entry 3:
52
Properties=species:S:1:pos:R:3:forces:R:3 method="wB97M-V/def2-TZVPD" total_energy_ha=-1610.61503 lumo_energy_ev=0.68 homo_lumo_gap_ev=9.24 smiles="COCCCNC[C@@H]1[C@@H](Oc2ccc(Cl)cc2)C(=O)N1c1ccccc1C" homo_ev=-8.558
C -4.7160 -2.1764 0.2386 0.0 0.0 0.1
O -3.8899 -2.6823 -0.7786 0.0 0.0 -0.2
C -3.0839 -3.7791 -0.3934 0.2 -0.2 0.2
C -1.8019 -3.3856 0.3484 -0.1 0.2 -0.4
C -0.7981 -2.6672 -0.5685 -0.1 -0.2 0.1
N -1.2448 -1.3993 -1.1190 -0.3 0.1 -0.3
C -1.2898 -0.2946 -0.1835 0.2 0.0 -0.1
C 0.1301 0.1291 0.1932 -0.3 -0.4 -0.3
C 0.7037 -0.3550 1.5498 -0.2 -0.1 -0.1
O 1.7930 -1.2272 1.5702 0.1 0.0 0.2
C 2.9781 -0.9192 0.9647 0.4 -0.1 -0.2
C 3.3592 0.3334 0.4987 -0.3 -0.1 0.2
C 4.5998 0.5069 -0.0918 0.2 -0.2 -0.1
C 5.4632 -0.5659 -0.2190 -0.2 0.1 0.1
Cl 7.0077 -0.3429 -0.9633 0.2 0.0 -0.1
C 5.0999 -1.8195 0.2507 0.0 0.1 0.0
C 3.8637 -1.9912 0.8358 -0.2 0.2 0.1
C 0.7949 1.1451 1.9050 0.4 -0.1 0.6
O 1.1704 1.7795 2.8516 0.0 0.1 0.1
N 0.2375 1.4935 0.7111 0.0 0.0 -0.2
C -0.2592 2.7182 0.2408 -0.2 0.5 0.0
C -0.8172 3.5924 1.1697 0.0 -0.1 0.0
C -1.3246 4.8121 0.7673 0.0 0.0 0.0
C -1.2899 5.1601 -0.5718 0.0 0.1 0.0
C -0.7213 4.2967 -1.4908 -0.1 0.0 0.1
C -0.1848 3.0732 -1.1109 0.0 0.0 0.1
C 0.4801 2.2012 -2.1337 0.0 0.0 0.1
H -4.1414 -1.7627 1.0752 0.0 0.0 0.0
H -5.3072 -1.3816 -0.2126 0.0 0.0 0.1
H -5.3858 -2.9541 0.6252 0.0 0.0 0.0
H -2.8216 -4.2830 -1.3286 0.0 -0.1 0.1
H -3.6736 -4.4722 0.2236 0.0 0.0 -0.1
H -2.0492 -2.7529 1.2027 0.0 0.0 0.1
H -1.3361 -4.2933 0.7337 0.0 -0.1 0.1
H -0.5782 -3.3176 -1.4207 0.1 -0.1 0.1
H 0.1337 -2.5010 -0.0237 0.1 -0.1 -0.1
H -2.1632 -1.5351 -1.5321 0.2 0.1 0.1
H -1.8661 -0.4974 0.7356 0.0 0.1 0.0
H -1.7741 0.5474 -0.6873 0.0 0.0 0.1
H 0.7999 -0.0775 -0.6460 0.0 0.0 0.1
H -0.0473 -0.8466 2.1762 0.0 0.1 -0.1
H 2.7180 1.1916 0.6096 0.0 0.1 0.0
H 4.8924 1.4822 -0.4478 0.0 0.1 0.0
H 5.7794 -2.6515 0.1558 0.1 -0.1 0.0
H 3.5594 -2.9556 1.2100 0.0 -0.1 0.0
H -0.8363 3.3057 2.2094 0.0 0.0 0.1
H -1.7513 5.4836 1.4965 0.0 0.1 0.1
H -1.6932 6.1063 -0.8994 0.0 0.1 0.0
H -0.6771 4.5825 -2.5320 0.0 0.0 -0.1
H 0.5883 2.7438 -3.0697 0.0 0.0 0.0
H 1.4712 1.9021 -1.7958 0.1 -0.1 0.0
H -0.1007 1.3007 -2.3289 0.0 -0.1 -0.1

=====

Entry 4:
57
Properties=species:S:1:pos:R:3:forces:R:3 method="wB97M-V/def2-TZVPD" total_energy_ha=-2308.99900 lumo_energy_ev=-0.17 homo_lumo_gap_ev=8.16 smiles="COc1ccc(Cl)cc1S(=O)(=O)N1CCN(C(=O)c2cc(OC)c(OC)c(OC)c2)CC1" homo_ev=-8.330
C 2.3539 1.5962 -2.4322 -5.4 3.6 2.1
O 2.0844 0.3369 -2.6845 0.9 -5.4 1.2
C 1.8863 -0.3480 -3.8028 3.7 -5.0 7.8
C 1.3730 0.0829 -4.8313 -3.8 11.9 -7.8
C 0.9230 -0.3374 -5.9773 -2.5 -4.7 -6.1
C 0.8753 -1.8265 -6.0773 1.2 3.8 3.6
Cl 0.4330 -2.7004 -7.3450 -1.5 -1.7 -3.6
C 1.2913 -2.5147 -4.9548 2.8 4.2 2.2
C 2.0262 -1.7199 -3.8561 -2.3 -4.3 -0.2
S 2.5912 -2.7724 -2.4269 -3.4 3.4 0.5
O 3.7545 -2.0827 -1.9562 0.1 -0.8 0.6
O 2.4858 -4.1089 -2.8383 0.5 -2.0 -0.5
N 1.2462 -2.6723 -1.0485 5.9 -1.2 -3.7
C 1.5612 -1.5405 -0.2359 -11.0 -0.1 -1.9
C 0.9189 -1.9798 1.0337 -5.2 8.8 0.1
N -0.5746 -2.3362 0.8200 3.3 -0.5 -0.5
C -1.5323 -1.5342 1.0134 -9.7 1.6 0.6
O -3.0763 -1.9652 0.6380 7.7 1.9 1.6
C -1.5026 -0.1559 1.7844 2.0 -0.6 -5.0
C -1.8588 -0.1448 3.0861 3.8 9.1 -2.1
C -1.5606 1.2164 3.7363 -0.8 -2.7 -1.5
O -1.8769 1.3329 5.0716 4.0 6.3 -4.8
C -2.3483 0.3760 5.7068 -2.5 -9.0 6.5
C -1.0051 2.2937 2.9524 -2.0 0.2 12.1
O -0.6810 3.4753 3.7451 -3.2 -1.9 -2.4
C -2.0456 4.0481 4.2557 7.6 -0.5 4.6
C -0.8804 2.0282 1.7256 4.7 11.1 -5.4
O -0.2511 3.1163 0.7256 0.2 1.2 2.1
C -0.1303 4.5705 1.1404 -4.5 -7.8 10.1
C -0.9666 1.0959 0.9512 -4.9 -12.7 4.8
C -0.8234 -3.4433 -0.1021 17.5 0.0 2.2
C -0.0571 -3.0715 -1.4193 -1.6 4.9 3.4
H 2.9250 2.0527 -3.1264 2.6 1.6 -1.9
H 2.5891 1.7672 -1.3460 0.2 -0.3 -1.3
H 1.2659 2.0890 -2.5883 2.2 0.1 0.6
H 1.2688 1.2349 -4.9598 0.4 -1.4 1.2
H 0.5055 0.3259 -6.9434 1.3 -1.8 3.1
H 1.3325 -3.5537 -4.9484 0.1 -1.6 0.2
H 0.8919 -0.6154 -0.7685 1.7 -1.7 1.9
H 2.4575 -1.2359 -0.1912 6.9 1.6 0.3
H 1.3398 -2.5879 1.6176 3.5 -6.0 3.5
H 0.9359 -1.0676 1.8761 -0.5 -1.7 -2.4
H -2.2794 -0.9008 3.4930 -2.6 -4.9 3.1
H -3.2903 -0.0497 5.3578 -0.1 -0.1 -0.7
H -1.6325 -0.7193 5.9250 -1.4 3.2 -0.9
H -2.6492 0.6582 6.7614 0.8 0.1 -1.0
H -2.3043 3.3665 5.0952 -0.2 1.0 -0.7
H -2.7431 4.3049 3.6203 -3.4 0.6 -3.9
H -1.4699 4.9608 4.5573 -1.6 -0.3 0.6
H -1.2028 4.8006 1.3836 1.1 0.5 0.0
H 0.1792 5.1041 0.4716 3.6 5.4 -8.0
H 0.5097 4.6957 2.1260 -1.3 -0.3 -2.1
H -0.7317 1.0491 0.0345 1.6 -0.4 -6.6
H -0.1425 -4.3435 0.2737 -2.3 1.4 -0.5
H -1.6787 -3.4766 -0.2392 -14.6 -1.6 -2.0
H -0.6189 -2.2763 -1.9482 0.1 -0.1 0.1
H -0.0911 -3.8979 -1.9317 0.5 -4.5 -3.3